A single C22H23NO5 molecule in a non-equilibrium geometry. Source: the OMol25 dataset; level of theory: wB97M-V/def2-TZVPD.

```
51
Properties=species:S:1:pos:R:3
C -6.43715 -1.88905 -0.22368
H -6.48080 -2.16652 -1.27876
H -7.22942 -1.18603 0.01967
H -6.52625 -2.79380 0.38044
O -5.21288 -1.22594 0.06129
C -4.09511 -1.94860 -0.10416
O -4.09246 -3.09422 -0.46545
C -2.87194 -1.11294 0.18040
H -2.04520 -1.76820 0.45218
H -3.08661 -0.42862 1.00139
C -2.49734 -0.31457 -1.08591
C -1.31986 0.56275 -0.83517
C 0.02062 0.32031 -1.06686
C 0.74763 1.45535 -0.62257
C -0.19729 2.37475 -0.13418
C -0.07886 3.64796 0.43538
C -1.20246 4.30106 0.86118
C -2.46214 3.68158 0.72812
C -2.56278 2.43986 0.17974
N -1.45033 1.79416 -0.25132
H -3.50787 1.93191 0.06968
H -3.35246 4.18774 1.06456
H -1.13696 5.28478 1.29760
H 0.90510 4.08153 0.50787
C 2.17494 1.70896 -0.60857
O 2.64867 2.83379 -0.53502
C 3.07374 0.51253 -0.66859
C 4.05266 0.47363 -1.64923
C 4.89278 -0.62169 -1.74068
C 4.75568 -1.66240 -0.84940
C 3.79949 -1.63195 0.17072
C 2.95354 -0.51970 0.27065
O 1.98429 -0.44259 1.26367
C 2.20397 0.55574 2.23691
H 1.32812 0.54221 2.88385
H 2.31073 1.54818 1.79295
H 3.10069 0.33756 2.83003
O 3.80851 -2.74077 0.95890
C 2.88575 -2.90775 2.01103
H 3.06158 -2.19694 2.82280
H 1.85409 -2.81284 1.66687
H 3.05769 -3.91922 2.37988
H 5.39314 -2.53100 -0.89989
H 5.65159 -0.66408 -2.50674
H 4.13310 1.30020 -2.33825
C 0.56245 -0.90244 -1.72141
H 0.84054 -1.64188 -0.97150
H 1.44893 -0.66910 -2.30532
H -0.18360 -1.34855 -2.37557
H -2.26448 -1.01810 -1.88612
H -3.35575 0.28293 -1.40339
```

## Properties
**E**: -1283.0754 hartree
**Frontier orbital gap**: 7.96 eV
**Net charge**: 0
**Highest occupied orbital energy**: -7.5874 eV
**Structure (SMILES)**: COC(=O)CCc1c(C)c(C(=O)c2cccc(OC)c2OC)c2ccccn12
**Energy relative to the best compared isomer or geometry (same formula, charge and spin)**: 43.0 kcal/mol

A single C22H23NO6 molecule. Source: the OMol25 dataset; level of theory: wB97M-V/def2-TZVPD.

```
52
Properties=species:S:1:pos:R:3
C -5.17646 0.10668 5.30909
H -4.98532 -0.85150 4.81379
O -4.02559 0.59736 5.94952
C -2.93158 0.88900 5.18566
C -1.82805 1.40126 5.87161
C -0.66998 1.71945 5.20134
C -0.58424 1.53529 3.82218
C -1.67921 1.03605 3.13584
C -2.84668 0.71384 3.81186
H -3.68030 0.33152 3.24415
H -1.63742 0.90971 2.06351
O 0.60439 1.87909 3.23190
C 0.81095 1.55043 1.90976
C 1.09533 0.27340 1.56208
O 1.37020 -0.10196 0.29602
C 1.38463 0.83302 -0.69292
C 1.10901 2.17890 -0.43518
C 1.15291 3.09049 -1.49510
C 1.45595 2.67475 -2.76405
C 1.72427 1.32312 -3.02267
C 1.69149 0.38918 -1.98379
C 2.03210 -1.06355 -2.22283
N 1.52747 -1.53261 -3.50886
C 2.10114 -2.80660 -3.91516
C 1.59079 -3.14859 -5.31679
O 0.18601 -3.22048 -5.34902
C -0.38385 -2.00137 -4.93296
C 0.07293 -1.63078 -3.52212
H -0.35246 -0.66689 -3.23563
H -0.27583 -2.39826 -2.81138
H -1.46508 -2.14157 -4.96359
H -0.09949 -1.19713 -5.62856
H 1.95618 -4.12763 -5.62992
H 1.94295 -2.38311 -6.02559
H 3.18987 -2.71980 -3.93350
H 1.82038 -3.61363 -3.21855
H 3.12324 -1.17287 -2.23567
H 1.64620 -1.67103 -1.39061
O 2.00715 0.97095 -4.28708
H 2.01636 -0.01346 -4.33359
H 1.49774 3.36474 -3.59113
H 0.94067 4.12478 -1.27380
C 0.77568 2.63653 0.92099
O 0.48915 3.78784 1.19322
C 1.12594 -0.86363 2.53355
H 1.53362 -0.52887 3.48392
H 0.11747 -1.23822 2.71165
H 1.73418 -1.66915 2.13111
H 0.18264 2.12098 5.72476
H -1.90723 1.54112 6.93768
H -5.56678 0.82179 4.57746
H -5.91344 -0.03857 6.09745
```

## Properties
**E**: -1358.3086 hartree
**Frontier orbital gap**: 8.52 eV
**Net charge**: 0
**Highest occupied orbital energy**: -8.0135 eV
**Structure (SMILES)**: COc1ccc(Oc2c(C)oc3c(CN4CCOCC4)c(O)ccc3c2=O)cc1
**Energy relative to the best compared isomer or geometry (same formula, charge and spin)**: 72.1 kcal/mol

A molecular structure, C22H24As2N2O8S4W. Source: the OMol25 dataset; level of theory: wB97M-V/def2-TZVPD.

```
63
Properties=species:S:1:pos:R:3
W -2.06210 0.49599 0.30150
S -5.63600 3.63718 0.18228
C -4.42400 2.97055 0.73830
S -3.07733 2.39081 1.52161
S -3.30569 0.80756 -1.32223
C -0.71756 1.16969 -4.28399
O -0.86045 0.95972 -2.83196
C -0.26106 1.86658 -2.07590
O 0.36872 2.80717 -2.46728
C -0.44877 1.64177 -0.58237
C 0.52074 2.05247 0.27422
As 2.32510 2.71492 -0.33469
C 3.45578 2.33047 1.22180
C 2.68449 0.96069 -1.21297
C 1.84527 -0.08176 -1.32853
As 0.32185 -0.80003 -0.37606
C 0.99728 -1.58554 1.25933
C 1.99869 -1.38403 -1.97583
O 0.98834 -2.12826 -1.58718
O 2.91344 -1.73466 -2.74674
C 3.01128 -3.13090 -3.29543
C 4.13710 0.75168 -1.61881
O 4.72650 0.04025 -0.85413
O 4.66082 1.33911 -2.65631
C 3.88055 2.19592 -3.52707
C 0.16496 1.81243 1.68078
O -0.81517 1.01215 1.91714
O 0.81066 2.39992 2.59090
C 0.50498 2.23354 4.04141
H -1.11984 0.27282 -4.74072
H 0.33237 1.31267 -4.52307
H -1.28943 2.04916 -4.56769
H 3.32390 3.14227 1.93396
H 4.47966 2.37542 0.84576
H 3.29616 1.36055 1.68586
H 2.06238 -1.36122 1.33350
H 0.85366 -2.66339 1.15245
H 0.45003 -1.23223 2.13009
H 3.74181 -3.03372 -4.08896
H 2.03100 -3.41570 -3.66298
H 3.36673 -3.75567 -2.48212
H 4.29603 2.05546 -4.51973
H 4.00664 3.22844 -3.20864
H 2.82777 1.90687 -3.51773
H 1.47534 2.30395 4.52022
H 0.03572 1.26840 4.19754
H -0.13582 3.06919 4.30682
N -2.03921 -2.56722 -1.28181
C -2.54418 -2.56369 -0.02272
N -2.45464 -1.47955 0.76730
C -3.06940 -1.72387 2.03613
C -3.11980 -0.86668 3.13107
C -3.77547 -1.30856 4.27177
C -4.32840 -2.58667 4.34484
C -4.22761 -3.46644 3.28036
C -3.60115 -3.01055 2.12888
S -3.32920 -3.90638 0.65989
H -2.24845 -1.76843 -1.86913
H -2.09595 -3.44546 -1.78609
H -2.63264 0.10012 3.15511
H -3.83465 -0.65765 5.13336
H -4.81885 -2.90653 5.25402
H -4.62294 -4.47108 3.35065
```

## Properties
**E**: -7693.9874 hartree
**Frontier orbital gap**: 5.61 eV
**Net charge**: +4
**Highest occupied orbital energy**: -19.5903 eV
**Energy relative to the best compared isomer or geometry (same formula, charge and spin)**: 0.0 kcal/mol

What is the net charge in the second record?
0

Which of these has the lowest frontier orbital gap?
C22H24As2N2O8S4W